[1]
Entry from the Open Molecules 2025 dataset: a structure of composition C24H45F5NO10S2 in a non-equilibrium geometry (the ωB97M-V functional and the def2-TZVPD basis).

Values from the calculation:
- E_HOMO: -5.94 eV
- Total charge: -1

Atoms and positions in Å:
C -3.0885 2.7099 -3.3630
O -2.3569 2.0255 -2.3492
C -1.3359 2.8624 -1.8070
C -0.0001 2.1366 -1.7584
C 0.7165 2.1005 -3.1154
C 0.2417 0.9505 -4.0161
C 0.8171 -0.4299 -3.5877
C 0.0078 -1.5342 -4.2977
S -0.6880 -2.7846 -3.1766
O -0.7251 -3.9813 -3.9842
O -2.0205 -2.4370 -2.7671
N 0.3868 -3.0789 -1.9781
S 0.0291 -2.3894 -0.5759
O -0.7607 -3.2396 0.2550
O -0.4945 -1.0499 -0.6132
C 1.6906 -2.1929 0.2648
F 1.4660 -1.3798 1.2870
F 2.1560 -3.3656 0.6601
C 2.7738 -1.5041 -0.6040
F 3.0355 -2.1199 -1.7137
F 2.4926 -0.2440 -0.8000
F 3.9220 -1.5139 0.1078
H -3.4870 3.6394 -2.9476
H -3.8933 2.0797 -3.7329
H -2.3676 2.9512 -4.1570
H -1.6813 3.1566 -0.8046
H -1.2553 3.7843 -2.4001
H 0.6405 2.7174 -1.0785
H -0.1193 1.1446 -1.3157
H 0.6460 3.0418 -3.6728
H 1.7824 1.9200 -2.9139
H 0.5833 1.1069 -5.0479
H -0.8418 0.8618 -4.0436
H 1.8736 -0.4369 -3.8737
H 0.7831 -0.4843 -2.5013
H 0.7100 -2.1065 -4.9064
H -0.7556 -1.1147 -4.9505
C 0.7363 -3.0101 4.9638
C 1.0344 -1.9286 5.9705
O 0.4033 -1.8293 7.0010
C 2.1547 -0.9782 5.6375
H -0.0878 -3.6232 5.3248
H 0.4514 -2.5653 4.0087
H 1.6159 -3.6428 4.8300
H 1.9276 -0.4438 4.7132
H 3.0886 -1.5315 5.5322
H 2.2647 -0.2530 6.4430
C -7.5218 4.2861 -2.2488
C -6.7342 3.6063 -3.3426
O -5.6512 4.0158 -3.6881
C -7.3575 2.3907 -3.9851
H -6.9589 5.1399 -1.8769
H -8.4781 4.6374 -2.6406
H -7.6927 3.5912 -1.4250
H -8.3068 2.6602 -4.4517
H -7.5211 1.6148 -3.2356
H -6.6871 2.0031 -4.7499
C 5.4974 1.3594 5.4683
C 4.6052 2.2004 6.3484
O 3.6160 2.7379 5.9107
C 4.9987 2.3432 7.8002
H 5.0947 1.3446 4.4575
H 6.5027 1.7838 5.4402
H 5.5358 0.3359 5.8461
H 5.9817 2.8114 7.8766
H 5.0164 1.3632 8.2801
H 4.2703 2.9706 8.3102
C -3.8286 0.4625 -7.5608
C -2.9854 1.4673 -6.8117
O -2.1205 1.1158 -6.0471
C -3.2729 2.9298 -7.0599
H -3.5169 -0.5438 -7.2877
H -4.8807 0.5885 -7.2985
H -3.6976 0.5931 -8.6368
H -4.3009 3.1626 -6.7751
H -3.1180 3.1664 -8.1145
H -2.5981 3.5369 -6.4604
C 4.2685 -5.9201 5.9065
C 4.1941 -4.6268 6.6800
O 4.2539 -3.5552 6.1231
C 4.0405 -4.7272 8.1781
H 4.3770 -5.7008 4.8461
H 5.1304 -6.5029 6.2360
H 3.3540 -6.4966 6.0548
H 4.8926 -5.2587 8.6057
H 3.1161 -5.2523 8.4236
H 3.9994 -3.7267 8.6044



[2]
Entry from the Open Molecules 2025 dataset: the ion C5H11BrNO3 with charge +1 in a non-equilibrium geometry (the ωB97M-V functional and the def2-TZVPD basis).

Values from the calculation:
- E_HOMO (spin up / spin down): -13.04 / -13.03 eV
- Energy above the lowest of the compared OMol25 structures with the same formula, charge and spin: 2.732 eV
- Total charge: +1

Atoms and positions in Å:
C -0.4795 0.1406 1.2230
C 0.8731 0.3433 0.5538
C 0.8569 -0.4312 -0.8111
C -1.5491 0.4994 0.2726
C 1.1092 -1.9425 -0.5842
N -1.4184 1.8454 -0.3826
O -0.3291 -0.1414 -1.4154
O 0.9939 1.7474 0.1853
O 0.3453 -2.3211 0.5666
Br -3.1564 -0.4853 -0.0021
H -0.7143 -0.8268 1.4108
H -0.6843 0.8640 2.0140
H 1.6560 0.1100 1.1160
H 1.7633 -0.2025 -1.5379
H 2.2372 -1.9734 -0.5969
H 0.6390 -2.3699 -1.3977
H -1.2114 1.8086 -1.4265
H -0.3795 2.1759 -0.0420
H -2.3088 2.3277 -0.2130
H 1.8199 1.9789 0.5354
H -0.0628 -3.1470 0.5320



[3]
Entry from the Open Molecules 2025 dataset: a cluster of 2 separate species, C7H9N5O2S in total in a non-equilibrium geometry (the ωB97M-V functional and the def2-TZVPD basis).

Values from the calculation:
- E_HOMO: -7.30 eV
- Energy above the lowest of the compared OMol25 structures with the same formula, charge and spin: 2.017 eV

Atoms and positions in Å:
C -1.3181 -0.5578 2.2494
C 0.1480 0.0085 -0.8684
C -0.2957 -0.3798 -3.0384
C -1.5972 1.6512 1.3624
C -0.7441 0.7095 1.7465
C 0.0538 -2.4180 -1.7014
C 0.6682 0.6205 1.4553
N -1.8208 -1.5342 2.6524
N 0.0489 1.1871 -1.4551
N -0.2921 0.9414 -2.7692
N 0.0394 -1.0074 -1.8149
N 1.3230 -0.4584 1.9718
O -1.1487 2.7842 0.7749
O 1.3103 1.6489 1.0100
S -0.8018 -1.1419 -4.3865
H -2.6671 1.5317 1.5016
H -1.0067 -2.8263 -1.4500
H 0.5013 -2.8657 -2.6391
H 0.7054 -2.6155 -0.9020
H -0.1229 1.7096 -3.3806
H 2.3148 -0.5758 1.7520
H 0.9212 -1.2571 2.4927
H -1.5351 2.7664 -0.1059
H 0.7070 2.3187 0.4239



[4]
Entry from the Open Molecules 2025 dataset: a cluster of 2 separate species, C8H10FN4 in total in a non-equilibrium geometry (the ωB97M-V functional and the def2-TZVPD basis).

Values from the calculation:
- E_HOMO: -13.22 eV
- Energy above the lowest of the compared OMol25 structures with the same formula, charge and spin: 1.491 eV
- Total charge: +1

Atoms and positions in Å:
C 3.3090 0.1599 -1.0248
C 2.3714 1.0149 -1.6410
C 2.8665 -0.6055 0.0077
C 1.0396 0.9516 -1.3199
C 0.7092 0.1497 -0.2732
C -1.8031 0.6465 1.1598
C -1.5715 -0.1497 2.3815
C -1.3096 -0.3431 0.0939
N 1.5157 -0.5886 0.3617
N -1.1039 -1.4761 2.0429
N -1.0699 -1.5986 0.8212
N -1.9204 -0.5990 -1.1918
F 0.0917 1.6858 -1.9373
H 4.2975 0.1555 -1.2839
H 2.5749 1.7376 -2.4160
H 3.4376 -1.4065 0.4334
H -2.8739 0.8064 0.9732
H -1.3500 1.6376 1.1564
H -0.7384 0.2054 3.0692
H -2.3062 -0.2268 3.1121
H -2.4908 -1.4799 -1.1950
H -1.2215 -0.8224 -1.7672
H -2.4539 0.1453 -1.5629



[5]
Entry from the Open Molecules 2025 dataset: a structure of composition C24H29ClN2P2Pr in a non-equilibrium geometry (the ωB97M-V functional and the def2-TZVPD basis).

Values from the calculation:
- E_HOMO (spin up / spin down): -9.33 / -9.32 eV
- 2S+1: 3
- Energy above the lowest of the compared OMol25 structures with the same formula, charge and spin: 0.665 eV
- Total charge: +1

Atoms and positions in Å:
C -1.1038 3.4965 -2.4814
C -0.8500 2.2207 -1.9727
C 0.4906 1.7552 -1.9714
C 1.5278 2.5606 -2.5494
C 1.2304 3.8906 -2.9589
C -0.0711 4.3487 -2.9113
C 2.8076 1.9980 -2.6228
C 3.0091 0.6233 -2.4687
C 1.9225 -0.1452 -1.9354
C 2.0095 -1.5668 -1.8900
C 3.2235 -2.1612 -2.2279
C 4.3498 -1.4000 -2.5813
C 4.2483 -0.0279 -2.7214
H -2.1347 3.8556 -2.5275
H 2.0320 4.5383 -3.3346
H -0.3186 5.3627 -3.2381
H 3.6439 2.6171 -2.9466
H 3.3197 -3.2524 -2.2002
H 5.2979 -1.9056 -2.7745
H 5.1124 0.5699 -3.0322
N 0.8284 0.5331 -1.4170
Pr 0.9253 0.4827 0.9863
C -1.9740 1.3531 -1.4513
H -1.9604 0.3597 -1.9250
H -2.9407 1.8437 -1.6262
C 0.8159 -2.4338 -1.5146
H -0.0824 -2.1599 -2.0888
H 1.0601 -3.4917 -1.6894
P -1.8835 1.0731 0.3903
P 0.3542 -2.3146 0.2798
C 1.7384 -3.3184 0.9545
H 1.7188 -3.3157 2.0510
H 1.6588 -4.3535 0.5961
H 2.6990 -2.8948 0.6306
C -1.0936 -3.4201 0.4373
H -0.8567 -4.4472 0.1227
H -1.4243 -3.4349 1.4853
H -1.9176 -3.0285 -0.1775
C -2.3750 2.7869 0.8525
H -3.3402 3.0252 0.3841
H -2.4474 2.8457 1.9481
H -1.6020 3.4802 0.4990
C -3.4745 0.2362 0.7054
H -3.6419 0.1822 1.7912
H -4.2923 0.8095 0.2429
H -3.4577 -0.7845 0.2953
H 2.9290 1.9186 0.0914
H 0.4246 2.3872 1.4316
Cl -3.4340 0.9438 5.2008
C -2.2274 -0.1430 4.6291
C -2.1969 -1.4585 5.0929
C -1.2256 -2.3060 4.5574
C -0.3684 -1.8158 3.5810
N -0.4047 -0.5549 3.1059
C -1.3089 0.2967 3.6636
H -2.9146 -1.7832 5.8413
H -1.1271 -3.3378 4.9015
H 0.3979 -2.4736 3.1599
H -1.3260 1.3350 3.3276



[6]
Entry from the Open Molecules 2025 dataset: a cluster of 6 separate species, H12O6 in total in a non-equilibrium geometry (the ωB97M-V functional and the def2-TZVPD basis).

Values from the calculation:
- E_HOMO: -10.68 eV
- Energy above the lowest of the compared OMol25 structures with the same formula, charge and spin: 1.785 eV

Atoms and positions in Å:
O -2.9485 -0.7684 -1.3921
H -2.3214 -0.6858 -0.6948
H -2.8541 0.0778 -1.8969
O -0.2919 2.8364 0.7548
H -0.1475 2.1898 1.4485
H 0.5067 3.3394 0.8872
O 0.7996 -2.9692 1.0562
H -0.1040 -2.5785 1.0136
H 0.9149 -3.0050 1.9770
O 1.3922 -0.1915 0.0304
H 1.4882 -0.9084 -0.5780
H 2.2756 0.2552 0.2180
O -1.1034 -0.8849 0.6885
H -0.2694 -0.4557 0.5712
H -1.2547 -0.4758 1.5364
O 1.2415 1.8045 -1.9186
H 1.3406 1.2763 -1.0775
H 1.3355 1.1437 -2.6238



Which DFT total energy belongs to each record? In order, -82840.879; -83027.252; -29781.716; -17125.184; -73500.318; -12479.329 eV.